DFT (wB97M-V/def2-TZVPD) results for 5 unconnected molecules or ions with the total composition C30H30 at a distorted geometry.

As for the charge: 0. Its spin multiplicity is 1. Its HOMO energy is -8.87 eV. The energy above the lowest of the compared OMol25 structures with the same formula, charge and spin is 0.254 eV. Its SMILES is c1ccccc1.c1ccccc1.c1ccccc1.c1ccccc1.c1ccccc1.

```
60
Properties=species:S:1:pos:R:3:forces:R:3:nbo_charge:R:1
C -5.139 0.348 -0.945 0.96 -0.74 1.33 -0.229
C -5.700 1.532 -1.330 0.28 1.48 -0.95 -0.204
C -4.886 2.557 -1.844 -0.55 0.35 0.12 -0.213
C -3.522 2.445 -1.857 0.88 -1.42 -0.26 -0.220
C -2.901 1.266 -1.430 -1.80 -0.50 0.33 -0.210
C -3.720 0.216 -0.964 0.30 0.36 -0.39 -0.213
H -5.778 -0.407 -0.451 0.57 0.20 -0.62 0.219
H -6.755 1.773 -1.336 -0.15 -0.55 0.25 0.214
H -5.351 3.460 -2.227 0.00 -0.08 0.07 0.210
H -2.822 3.084 -2.344 -0.16 1.21 -0.15 0.209
H -1.829 1.212 -1.520 0.14 -0.40 0.24 0.218
H -3.208 -0.701 -0.669 -0.43 0.09 0.12 0.219
C -3.560 -1.051 5.094 -0.16 -0.56 2.03 -0.204
C -4.395 -0.527 4.130 1.00 0.00 -0.33 -0.231
C -3.909 0.155 3.010 0.04 0.40 -0.75 -0.202
C -2.550 0.456 2.921 0.90 -1.45 2.04 -0.222
C -1.706 0.036 4.046 -0.82 0.03 -0.93 -0.198
C -2.197 -0.742 5.115 -0.49 0.78 -2.16 -0.235
H -3.976 -1.678 5.958 0.47 0.97 -1.47 0.212
H -5.421 -0.702 4.226 -1.47 -0.32 -0.04 0.208
H -4.598 0.416 2.162 0.74 -0.20 1.02 0.221
H -2.098 0.816 1.996 -0.13 0.27 0.44 0.230
H -0.635 0.244 4.040 -0.37 0.08 -0.20 0.205
H -1.523 -1.173 5.826 0.18 0.05 0.42 0.215
C 2.407 4.320 -0.790 1.46 -1.20 -0.63 -0.210
C 1.274 3.758 -1.364 0.20 0.89 0.27 -0.221
C 1.418 2.814 -2.378 0.28 0.44 0.30 -0.216
C 2.676 2.424 -2.786 0.97 1.18 0.52 -0.221
C 3.865 2.923 -2.201 -1.61 0.52 1.11 -0.201
C 3.730 3.872 -1.169 -1.90 -0.71 -0.14 -0.212
H 2.244 5.036 -0.007 0.33 0.29 0.25 0.213
H 0.319 4.186 -1.016 0.29 -0.68 -0.42 0.220
H 0.572 2.403 -2.882 -0.53 -0.15 -0.22 0.212
H 2.755 1.853 -3.663 0.12 -1.16 -0.86 0.209
H 4.831 2.518 -2.457 0.09 0.10 -0.21 0.216
H 4.586 4.128 -0.578 0.29 0.53 0.03 0.213
C 5.818 -3.792 -1.079 -0.38 0.47 -0.40 -0.214
C 5.037 -4.946 -1.076 -1.32 1.93 -0.97 -0.217
C 3.685 -4.845 -1.475 0.51 -0.34 -0.07 -0.205
C 3.117 -3.633 -1.885 -0.98 -0.71 0.41 -0.221
C 3.846 -2.489 -1.728 2.20 0.22 -0.27 -0.201
C 5.224 -2.567 -1.415 -0.02 0.57 1.08 -0.216
H 6.883 -3.831 -0.849 -0.28 -0.02 0.04 0.212
H 5.492 -5.863 -0.866 0.33 -1.36 0.45 0.211
H 3.074 -5.739 -1.477 0.03 -0.06 -0.12 0.210
H 2.068 -3.543 -2.253 0.92 -0.38 0.49 0.218
H 3.430 -1.534 -1.936 -0.37 0.65 -0.15 0.212
H 5.821 -1.632 -1.251 -0.68 -0.94 -0.49 0.212
C 0.884 -0.222 1.724 -0.96 -0.18 -0.07 -0.219
C 1.003 0.488 0.533 0.08 -1.08 1.05 -0.206
C 0.538 -0.077 -0.634 -0.62 -1.38 0.68 -0.240
C -0.218 -1.300 -0.610 0.20 0.79 0.20 -0.227
C -0.454 -1.971 0.606 1.89 2.39 -0.06 -0.170
C 0.176 -1.415 1.765 -0.16 -0.35 -0.54 -0.218
H 1.230 0.207 2.666 0.17 -0.17 -0.32 0.208
H 1.525 1.408 0.635 0.37 0.77 -0.73 0.219
H 0.860 0.420 -1.508 -0.33 0.21 -1.20 0.217
H -0.669 -1.692 -1.542 0.47 0.28 0.60 0.213
H -1.042 -2.848 0.588 -0.45 -0.83 0.35 0.209
H 0.172 -1.853 2.751 -0.54 -0.58 -0.08 0.215
```
Forces are in eV/Å.



DFT (wB97M-V/def2-TZVPD) results for a molecular structure, C30H30AsGaN5O3S.

As for the charge: -1. Its spin multiplicity is 1. Its HOMO energy is -5.09 eV. The energy above the lowest of the compared OMol25 structures with the same formula, charge and spin is 0.262 eV.

```
71
Properties=species:S:1:pos:R:3:forces:R:3:mulliken_charge:R:1
Ga -0.825 1.458 0.113 -0.08 -0.33 -0.11 0.255
C -2.555 4.653 -2.121 0.00 0.14 0.02 -0.495
O -3.598 3.987 -2.823 0.08 -0.16 0.03 -0.550
C -3.923 2.690 -2.543 -0.20 0.16 -0.17 0.175
C -5.070 2.260 -3.188 0.09 -0.01 0.08 -0.615
C -5.560 0.966 -3.046 -0.03 0.00 -0.06 -0.661
C -4.875 0.090 -2.243 0.05 -0.09 0.07 -0.910
C -3.707 0.488 -1.577 -0.12 0.30 -0.21 0.549
C -3.106 -0.466 -0.687 0.15 -0.16 0.19 -0.123
N -2.065 -0.254 0.026 -0.07 0.40 0.00 0.553
N -1.739 -1.229 0.936 -0.04 -0.40 0.32 -0.646
C -0.951 -0.727 1.846 -0.34 0.14 -0.24 0.262
O -0.529 0.490 1.840 0.20 0.03 -0.03 -0.626
C -0.554 -1.603 2.977 0.09 0.01 0.18 -0.117
C 0.359 -1.128 3.913 -0.02 0.01 -0.13 -0.301
C 0.780 -1.944 4.951 0.00 0.00 0.05 -0.716
C 0.284 -3.235 5.067 0.03 0.00 0.01 -0.327
C -0.646 -3.703 4.147 -0.01 -0.05 0.02 -0.791
C -1.067 -2.892 3.107 0.04 0.04 -0.10 0.148
C -3.195 1.806 -1.704 0.08 -0.37 0.11 0.856
O -2.107 2.199 -1.090 0.08 0.43 0.02 -0.587
H -2.598 5.680 -2.482 -0.05 -0.08 -0.01 0.112
H -1.577 4.227 -2.336 -0.05 0.02 0.01 0.239
H -2.704 4.641 -1.043 0.01 -0.04 -0.04 0.339
H -5.575 2.983 -3.817 -0.01 0.01 0.00 0.414
H -6.465 0.667 -3.558 0.01 -0.02 0.00 0.359
H -5.227 -0.926 -2.100 -0.01 0.00 -0.01 0.361
H -3.608 -1.425 -0.556 0.02 -0.01 -0.02 0.338
H 0.741 -0.122 3.794 0.00 0.00 0.01 0.492
H 1.497 -1.571 5.671 0.01 -0.02 -0.01 0.399
H 0.627 -3.878 5.868 -0.03 0.01 0.02 0.389
H -1.042 -4.707 4.245 0.00 0.00 -0.03 0.385
H -1.776 -3.242 2.368 -0.02 -0.01 0.02 0.464
C -0.627 7.312 -1.594 0.08 -0.03 0.02 -1.440
C 0.310 6.425 -0.824 0.14 0.05 0.03 1.079
C 1.656 6.750 -0.690 -0.03 -0.05 0.03 -0.680
C 2.420 5.890 0.079 -0.08 0.06 -0.03 -0.214
N 1.918 4.814 0.664 0.03 -0.10 0.04 -0.495
C 0.614 4.566 0.471 0.10 0.19 -0.23 0.230
S -0.023 3.219 1.392 -0.18 -0.24 0.16 -0.444
N -0.202 5.335 -0.261 -0.05 0.04 0.05 -0.313
H -0.277 8.344 -1.584 -0.01 0.01 -0.03 0.451
H -1.622 7.256 -1.158 0.00 0.02 -0.02 0.348
H -0.687 6.978 -2.631 -0.03 0.03 0.00 0.263
H 2.071 7.636 -1.151 0.03 0.00 0.02 0.373
H 3.476 6.073 0.253 0.00 0.03 -0.05 0.407
C 0.314 -4.853 -0.626 0.06 0.07 0.05 -1.217
As 0.462 -2.928 -1.068 0.09 -0.20 -0.17 0.436
C 1.813 -3.142 -2.484 0.03 -0.03 0.00 -1.188
C 1.690 -2.418 0.416 -0.02 0.02 -0.10 0.118
C 2.926 -3.231 0.565 0.10 -0.06 0.02 0.069
C 2.953 -4.345 1.406 0.00 0.05 0.02 -0.175
C 4.102 -5.108 1.549 0.01 -0.02 0.01 -0.673
C 5.255 -4.771 0.854 0.02 -0.02 0.02 -0.425
C 5.245 -3.664 0.018 0.03 -0.01 0.00 -0.645
C 4.094 -2.904 -0.125 0.02 0.04 0.02 -0.282
H 1.294 -5.296 -0.444 -0.01 -0.03 -0.03 0.348
H -0.167 -5.377 -1.453 -0.01 0.04 -0.03 0.448
H -0.304 -4.978 0.265 -0.01 0.02 0.00 0.241
H 2.629 -3.796 -2.174 -0.03 -0.02 0.00 0.326
H 2.206 -2.157 -2.731 -0.03 0.03 0.01 0.308
H 1.342 -3.557 -3.376 -0.06 -0.02 0.04 0.421
H 1.088 -2.496 1.315 -0.09 0.03 0.11 -0.808
H 1.922 -1.368 0.244 -0.03 0.00 0.00 0.646
H 2.064 -4.596 1.975 -0.01 0.00 -0.02 0.464
H 4.099 -5.963 2.214 0.00 0.01 0.00 0.380
H 6.159 -5.355 0.980 -0.01 -0.01 -0.03 0.363
H 6.144 -3.385 -0.520 -0.01 0.01 0.00 0.378
H 4.101 -2.029 -0.765 -0.04 -0.01 -0.01 0.413
N 1.323 0.164 -1.816 -0.01 0.20 0.03 -0.660
C 0.573 0.722 -1.139 0.09 -0.02 0.06 0.525
```
Forces are in eV/Å.



DFT (wB97M-V/def2-TZVPD) results for a molecular structure, C30H30AsHoN5O5 at a distorted geometry.

As for the charge: +1. Its spin multiplicity is 5. Its HOMO energy (spin up / spin down) is -10.61 / -10.61 eV. The energy above the lowest of the compared OMol25 structures with the same formula, charge and spin is 1.333 eV.

```
72
Properties=species:S:1:pos:R:3:forces:R:3:lowdin_spin:R:1
Ho 11.007 9.022 11.387 0.88 2.06 0.03 4.029
O 11.196 7.004 12.296 0.00 -1.23 -0.62 -0.005
C 11.313 6.555 13.650 -0.93 -0.56 0.95 0.000
C 12.575 7.006 14.369 0.98 1.59 -1.23 0.000
N 13.010 8.391 13.988 -0.86 -1.00 0.77 -0.001
C 12.296 9.445 14.650 -1.53 0.86 -0.62 0.000
C 11.247 9.981 13.609 0.44 2.40 1.79 -0.001
O 10.078 9.480 13.550 0.97 -0.60 -0.90 -0.001
O 11.650 10.871 12.758 -0.85 -2.44 1.02 -0.006
C 14.168 8.630 13.135 -0.74 -0.35 -1.03 0.000
C 13.618 8.297 11.675 2.10 0.75 -0.24 -0.001
O 13.590 7.139 11.234 -0.34 0.51 0.47 0.000
O 13.162 9.343 11.023 0.03 -1.47 0.69 -0.004
H 11.790 6.516 11.689 0.34 0.02 0.40 0.000
H 11.243 5.427 13.765 -0.24 1.33 -0.49 0.000
H 10.443 7.063 14.097 0.29 -0.56 0.17 0.000
H 13.403 6.337 14.122 -0.03 -0.02 0.31 0.000
H 12.312 7.016 15.429 0.40 -0.30 0.04 0.000
H 12.900 10.311 14.877 0.53 0.04 0.27 0.000
H 11.767 9.086 15.563 0.44 0.18 -0.65 0.000
H 14.985 8.000 13.483 0.12 -0.20 -0.45 0.000
H 14.506 9.680 13.136 -0.48 -0.41 0.25 0.000
N 7.200 8.186 9.430 0.65 1.01 1.52 0.000
C 6.571 8.370 10.693 1.95 0.03 -0.63 0.000
C 7.571 8.714 11.579 -0.05 -0.31 -0.73 0.000
N 8.768 8.792 10.899 -1.23 -0.43 -2.27 -0.006
C 8.525 8.505 9.591 -0.64 0.01 1.04 0.000
C 9.628 8.564 8.603 0.89 -0.14 -0.73 0.000
N 10.918 8.672 9.015 -1.99 0.21 -1.29 -0.004
C 11.699 8.733 7.863 -0.91 -0.70 0.30 0.000
C 10.904 8.572 6.750 -1.19 0.25 2.34 0.000
N 9.563 8.505 7.226 1.64 0.03 1.51 0.000
H 6.718 7.968 8.568 0.11 0.04 0.19 0.000
H 5.524 8.259 10.813 -0.59 -0.19 0.06 0.000
H 7.588 8.883 12.658 -0.34 0.01 -0.56 0.000
H 12.772 8.791 7.993 -0.18 0.04 -0.32 0.000
H 11.132 8.408 5.740 0.22 0.14 -1.07 0.000
H 8.713 8.495 6.684 0.23 -0.07 -0.13 0.000
C 12.609 16.535 12.256 -0.79 -0.77 0.10 0.000
C 11.279 16.642 11.760 1.13 0.53 0.10 0.000
C 10.676 15.556 11.117 -0.17 0.43 0.29 0.000
C 11.291 14.316 11.130 1.28 -0.81 0.46 0.000
C 12.562 14.181 11.738 -0.38 0.22 -0.04 0.000
C 13.232 15.269 12.302 -0.85 0.56 -0.28 0.000
As 10.571 12.663 10.292 0.38 1.66 -0.85 0.000
C 8.716 13.195 10.308 -0.89 -1.38 -0.44 0.000
C 8.118 13.322 11.571 0.33 0.44 0.30 0.000
C 6.752 13.484 11.706 -1.12 -0.33 -0.56 0.000
C 5.885 13.362 10.556 0.68 0.87 0.48 0.000
C 6.477 13.214 9.296 1.19 -0.58 0.67 0.000
C 7.905 13.041 9.177 -1.52 0.63 0.80 0.000
C 11.097 13.203 8.436 0.41 -1.04 0.18 0.000
C 12.319 12.590 8.079 -0.43 0.02 0.18 0.000
C 12.752 12.628 6.752 -0.12 0.01 0.12 0.000
C 11.977 13.279 5.775 0.13 -0.09 0.07 0.000
C 10.794 13.926 6.130 -0.08 -0.06 0.80 0.000
C 10.364 13.894 7.477 0.66 0.35 -0.58 0.000
H 13.145 17.402 12.646 -0.38 -0.18 0.03 0.000
H 10.739 17.605 11.871 0.49 -0.73 -0.37 0.000
H 9.729 15.715 10.607 -0.02 -0.16 0.26 0.000
H 13.037 13.207 11.755 -0.07 -0.09 0.11 0.000
H 14.178 15.132 12.831 -0.19 0.10 -0.44 0.000
H 8.776 13.306 12.465 -0.58 0.23 -0.57 0.000
H 6.359 13.693 12.714 -0.02 -0.31 -0.69 0.000
H 4.774 13.486 10.633 1.27 -0.13 0.08 0.000
H 5.854 13.189 8.407 0.07 -0.10 0.05 0.000
H 8.347 12.813 8.213 -0.20 0.12 0.10 0.000
H 12.876 12.094 8.911 -0.21 0.23 -1.07 0.000
H 13.672 12.118 6.460 -0.21 0.27 0.10 0.000
H 12.337 13.289 4.742 -0.23 0.00 0.36 0.000
H 10.163 14.458 5.410 0.48 -0.19 0.15 0.000
H 9.519 14.508 7.759 -0.17 -0.25 -0.02 0.000
```
Forces are in eV/Å.